No. 1
ORCA calculation (the ωB97M-V functional and the def2-TZVPD basis) on one molecule with the formula C21H23N3O3S at a distorted geometry.

Each line ends with the Löwdin charge.
Element x y z (Å)
C -7.3866 -1.5104 -0.1931  -0.093
H -7.5384 -0.8013 0.6176  0.075
H -7.3267 -0.9548 -1.1262  0.074
H -8.2457 -2.1755 -0.2387  0.069
C -6.1020 -2.3110 0.0333  -0.215
C -4.9181 -1.3909 0.0947  -0.245
C -4.2478 -1.0209 -1.0673  -0.028
C -3.1872 -0.1407 -1.0246  -0.010
C -2.7729 0.3935 0.1958  -0.146
C -3.4396 0.0281 1.3645  -0.009
C -4.5001 -0.8530 1.3069  -0.030
H -5.0121 -1.1322 2.2168  0.115
H -3.1193 0.4391 2.3100  0.116
C -1.6634 1.3169 0.2347  -0.275
N -0.9694 1.7339 -0.7874  0.177
C -0.0381 2.5953 -0.2736  -0.313
C -0.1965 2.6485 1.0864  -0.239
O -1.2383 1.8454 1.4030  0.133
C 0.5354 3.3731 2.1525  0.009
H 1.5609 3.0098 2.2057  0.081
H 0.5581 4.4418 1.9433  0.089
H 0.0462 3.2035 3.1075  0.089
C 0.9992 3.2181 -1.1071  -0.229
H 0.6729 3.3657 -2.1319  0.097
H 1.3587 4.1480 -0.6720  0.092
S 2.4829 2.0654 -1.1611  0.963
O 2.5616 1.4981 0.1936  -0.526
C 1.6473 0.7735 -2.1966  -0.211
C 2.4017 -0.5368 -2.0922  -0.565
O 2.9324 -1.0632 -3.0489  0.055
N 2.3837 -1.0581 -0.8467  0.067
H 2.1489 -0.4286 -0.0862  0.113
C 3.2140 -2.1922 -0.4947  -0.122
C 4.4586 -1.7438 0.2231  -0.186
C 5.3363 -0.8475 -0.3782  -0.016
C 6.4519 -0.4250 0.3223  -0.053
C 6.6488 -0.9184 1.6039  -0.157
N 5.8249 -1.7723 2.1847  0.057
C 4.7592 -2.1677 1.5120  -0.110
H 4.1123 -2.8647 2.0308  0.111
H 7.5037 -0.6186 2.1959  0.101
H 7.1515 0.2708 -0.1144  0.101
H 5.1429 -0.4932 -1.3807  0.117
H 2.6366 -2.8768 0.1334  0.122
H 3.4749 -2.6927 -1.4326  0.130
H 1.6654 1.1283 -3.2245  0.103
H 0.6215 0.6711 -1.8395  0.077
H -2.6653 0.1489 -1.9229  0.112
H -4.5634 -1.4324 -2.0152  0.116
H -5.9749 -3.0243 -0.7833  0.110
H -6.1868 -2.8701 0.9671  0.109

Forces on the atoms, in the same order (eV/Å):
C 0.06 -0.19 0.03
H -0.05 0.09 0.05
H -0.03 0.08 -0.07
H -0.13 -0.01 -0.02
C -0.15 0.16 -0.03
C 0.06 -0.12 0.06
C -0.01 -0.01 0.09
C 0.12 0.15 0.15
C -0.47 -0.32 0.30
C 0.15 0.12 -0.15
C -0.06 -0.07 -0.08
H -0.05 -0.04 0.09
H 0.01 0.02 0.08
C 0.73 0.43 -0.86
N -0.81 -0.45 0.14
C -0.12 0.20 1.11
C 0.57 0.44 -0.99
O -0.28 -0.23 0.17
C -0.07 -0.19 -0.01
H 0.03 0.00 0.06
H -0.02 0.06 0.06
H 0.01 0.08 0.10
C 0.46 -0.41 0.08
H -0.03 0.12 -0.10
H 0.12 0.03 -0.08
S -0.81 0.32 -1.18
O 0.24 -0.22 1.15
C 0.29 0.43 0.13
C -0.22 0.16 0.16
O 0.17 -0.06 -0.32
N -0.08 -0.21 0.28
H -0.04 0.06 -0.17
C 0.04 -0.16 -0.12
C 0.10 0.00 0.08
C 0.05 -0.07 0.17
C -0.12 -0.05 -0.06
C 0.16 0.14 -0.09
N 0.20 -0.10 0.52
C -0.25 -0.04 -0.38
H -0.15 -0.07 -0.03
H 0.10 0.08 -0.03
H 0.08 0.05 -0.02
H -0.02 0.04 -0.11
H 0.11 -0.01 -0.09
H -0.10 -0.02 0.19
H 0.01 -0.03 -0.05
H 0.09 0.00 -0.02
H 0.04 0.02 -0.11
H -0.03 -0.05 -0.11
H 0.03 -0.06 0.07
H 0.05 -0.07 -0.05

Frontier orbital gap = 8.73 eV
ΔE to the lowest compared entry with this formula, charge and spin = 139.3 kJ/mol

***

No. 2
ORCA calculation (the ωB97M-V functional and the def2-TZVPD basis) on an isolated ion of composition C23H43Br2Cl2I2N5O4P and charge +1 at a distorted geometry.

Each line ends with the Löwdin charge.
Element x y z (Å)
C 2.4718 -2.1453 3.7007  -0.117
O 3.3539 -3.1509 3.0357  -0.280
C 4.7558 -2.8058 3.3469  -0.236
C 5.6955 -3.5110 2.2008  -0.175
C 6.2044 -2.4700 1.0186  -0.216
C 4.9704 -1.5327 0.4083  -0.214
C 5.4051 -1.0827 -1.1068  -0.228
C 4.7282 0.3113 -1.6419  -0.212
C 3.0970 0.3958 -1.4906  -0.204
C 2.6332 1.5469 -0.4198  -0.203
C 1.7216 2.7564 -1.0446  -0.189
C 0.2065 2.3274 -1.4995  -0.099
C -0.7638 1.7984 -0.2902  -0.340
N -0.3133 2.5077 0.9670  0.062
C -0.7747 0.1562 -0.0509  -0.276
C -0.4627 -0.8409 -1.3128  -0.636
I -0.0574 -2.9084 -0.5756  0.678
C -1.6750 -0.9977 -2.4021  -0.707
C -1.4668 -0.0594 -3.7710  -0.184
I -1.5230 -3.0945 -3.1539  0.677
N -2.0057 -0.0420 0.8025  -0.075
P -1.8290 -0.0088 2.5738  0.761
O -2.7098 1.1504 3.2677  -0.398
O -0.2051 0.2165 3.1586  -0.208
O -2.3764 -1.5588 3.2468  -0.200
C -3.0668 0.8430 0.1737  -0.052
N -4.4394 0.5673 0.1442  -0.132
N -5.3382 1.4190 -0.4925  0.099
C -4.9885 -0.6739 0.8106  -0.554
Br -5.7829 -0.0486 2.5822  0.642
C -6.2069 -1.4192 0.0085  -0.661
C -5.8479 -2.9502 -0.4982  -0.143
Br -7.7678 -1.5996 1.2946  0.572
N -2.2884 1.9987 -0.4217  0.035
C -2.7959 3.4063 -0.1328  -0.529
Cl -3.1550 4.0550 1.6047  0.549
C -3.0978 4.3998 -1.2378  -0.529
C -2.9207 4.0726 -2.8342  -0.125
Cl -3.7633 6.1153 -0.8124  0.528
H 2.6521 -2.2163 4.8739  0.114
H 2.7474 -1.0795 3.2966  0.087
H 1.3720 -2.4374 3.3932  0.087
H 4.9482 -1.6554 3.4997  0.129
H 5.0174 -3.3411 4.3742  0.132
H 6.6911 -3.8697 2.7513  0.118
H 5.2151 -4.4880 1.7406  0.128
H 7.1238 -1.8381 1.3897  0.117
H 6.6126 -3.1420 0.1223  0.118
H 4.8395 -0.5953 1.0979  0.112
H 4.0065 -2.2279 0.4055  0.118
H 6.5881 -0.9300 -1.0802  0.122
H 5.2172 -1.9582 -1.8674  0.121
H 5.3123 1.2015 -1.1547  0.111
H 4.9533 0.3647 -2.8128  0.118
H 2.5851 0.5906 -2.5294  0.107
H 2.7436 -0.6688 -1.0959  0.097
H 3.6381 2.0576 -0.0273  0.122
H 2.1732 0.9988 0.5059  0.089
H 2.2988 3.1645 -2.0017  0.139
H 1.7317 3.6557 -0.2599  0.120
H -0.3049 3.3176 -1.9266  0.125
H 0.3108 1.6034 -2.4127  0.093
H -0.1836 3.5346 0.8368  0.098
H 0.5009 2.0484 1.4298  0.072
H 0.2224 0.0316 0.5938  0.129
H 0.5079 -0.5503 -1.9216  0.081
H -2.7575 -0.9172 -1.9663  0.072
H -1.7325 1.0573 -3.5420  0.048
H -2.0989 -0.4506 -4.6839  0.079
H -0.3251 -0.0785 -4.1149  0.099
H -0.0011 1.1808 3.3667  0.105
H -1.5162 -2.0008 3.5737  0.097
H -6.2706 1.4167 -0.0163  0.120
H -5.4802 1.1379 -1.5097  0.143
H -4.1948 -1.4910 1.0779  0.117
H -6.6173 -0.8477 -0.9260  0.096
H -5.5684 -2.8562 -1.6549  0.098
H -6.8488 -3.5915 -0.3940  0.085
H -4.9643 -3.3813 0.1411  0.093
H -3.9354 4.3448 -3.4011  0.104
H -2.1159 4.8177 -3.2598  0.099
H -2.7144 2.9451 -3.0679  0.057

Forces on the atoms, in the same order (eV/Å):
C 0.23 -0.75 -0.14
O 0.32 2.70 1.19
C 0.70 -1.76 0.33
C 1.36 0.51 0.32
C -0.47 -0.83 -0.49
C 0.91 -0.86 -0.11
C 0.52 0.19 0.26
C 0.49 -0.51 -1.36
C 0.05 -0.40 0.55
C 1.06 0.18 0.03
C 0.56 0.06 0.39
C -0.46 1.16 -1.11
C 1.01 -0.74 0.61
N -0.41 -0.98 -0.38
C 3.45 1.17 0.79
C -1.15 0.22 -0.93
I 1.45 1.84 2.86
C 0.32 0.29 -1.11
C 0.41 0.07 0.21
I -1.89 1.09 -2.45
N -0.98 0.42 -1.27
P -3.16 3.91 5.93
O 3.25 -4.73 -3.65
O -2.20 -0.46 -1.77
O 3.99 2.54 -1.67
C 1.65 1.39 0.66
N 3.73 -0.92 0.32
N -0.69 0.17 -1.37
C -0.80 -1.16 1.05
Br 2.47 0.83 -0.46
C -0.27 -0.82 -0.76
C -0.39 0.77 -0.39
Br -0.36 -0.89 -2.21
N -2.50 0.47 1.35
C -1.62 3.47 -3.04
Cl 0.68 -1.64 -2.63
C 0.66 -3.09 2.17
C -1.00 1.02 0.25
Cl 1.32 -3.14 -0.83
H -0.61 0.32 -2.42
H -0.63 -1.87 0.84
H 2.25 0.67 0.77
H -0.47 -2.12 -0.65
H -0.52 1.23 -1.93
H -2.16 0.68 -1.15
H 0.64 2.24 1.05
H -1.98 -1.04 -0.66
H -0.85 1.44 1.88
H 0.01 -1.73 -1.31
H 1.89 1.74 0.07
H -2.55 -0.21 -0.16
H 0.20 1.66 1.53
H -1.43 -1.53 -0.79
H -0.30 -0.03 2.54
H 1.06 -0.36 1.90
H 0.59 2.21 -0.89
H -2.27 -1.06 -0.75
H 0.59 1.22 -1.60
H -1.39 -0.95 1.93
H -0.22 -2.00 -1.81
H 1.02 -2.09 0.88
H -0.46 1.20 1.85
H -0.04 -1.41 0.07
H -0.81 0.82 -1.06
H -2.46 -0.05 -0.98
H -1.98 -0.37 1.69
H 2.15 -0.07 -0.69
H 0.39 -2.08 -0.40
H 1.16 0.79 2.09
H -2.46 -0.12 0.87
H -1.14 -1.49 -0.44
H -1.82 0.61 -0.57
H 1.31 -0.09 -0.17
H 0.40 0.33 1.80
H -1.13 2.02 -0.63
H 0.85 -0.82 2.06
H -0.38 -0.47 2.61
H 2.53 1.35 -0.25
H -1.82 0.64 -1.35
H 2.15 -0.50 1.45
H -1.44 -1.73 0.81
H -0.09 2.28 0.79

Frontier orbital gap = 5.84 eV
Charge = +1

***

No. 3
ORCA calculation (the ωB97M-V functional and the def2-TZVPD basis) on CH2NO3PS as an isolated structure at a distorted geometry.

Each line ends with the Löwdin charge.
Element x y z (Å)
C 0.9855 -0.7758 0.0875  -1.107
N -0.1638 -0.2348 0.3086  -0.065
O 3.2345 0.1779 -1.2383  -0.423
O 3.0268 0.3084 1.3181  -0.432
O 1.5980 1.8133 -0.1731  -0.362
P 2.3711 0.2195 -0.0253  0.145
S 1.3953 -2.4474 -0.1087  0.209
H 0.6384 1.8804 0.2055  0.032
H -0.9887 -0.8842 0.3579  0.003

Forces on the atoms, in the same order (eV/Å):
C -2.65 -2.49 -0.24
N -1.21 0.20 0.07
O -0.40 -0.60 -0.36
O 0.03 -0.68 0.28
O -1.95 -0.40 0.57
P 2.35 5.46 0.63
S -0.44 -0.55 0.04
H 2.81 -1.00 -0.95
H 1.45 0.08 -0.04

Frontier orbital gap = 5.97 eV
ΔE to the lowest compared entry with this formula, charge and spin = 211.3 kJ/mol
Charge = -2